(1)
Computed, not measured: C41H60HfN6OP2S2 as an isolated structure in a non-equilibrium geometry, with ωB97M-V/def2-TZVPD.

Properties
net charge: +2
gap between HOMO and LUMO: 7.08 eV
energy above the lowest of the compared OMol25 structures with the same formula, charge and spin: 0.00 kJ/mol

Geometry (Å):
Hf 10.78 12.47 9.02
C 11.20 15.62 10.29
N 10.74 14.31 10.81
C 11.63 14.09 12.01
C 9.39 14.41 11.31
C 8.96 15.49 12.01
C 7.64 15.58 12.37
C 6.76 14.56 12.09
C 7.23 13.38 11.53
C 8.60 13.27 11.14
N 9.18 12.21 10.36
C 8.44 10.99 10.40
C 8.04 10.41 11.59
C 7.39 9.17 11.62
C 7.19 8.49 10.44
C 7.64 9.04 9.23
C 8.23 10.31 9.21
N 8.73 10.96 7.99
C 8.96 10.03 6.91
C 7.67 11.90 7.61
H 11.26 16.37 11.09
H 10.48 15.93 9.54
H 12.19 15.46 9.90
H 11.30 14.75 12.85
H 12.66 14.35 11.74
H 11.54 13.07 12.29
H 9.62 16.33 12.19
H 7.30 16.45 12.89
H 5.74 14.68 12.37
H 6.53 12.57 11.28
H 8.15 10.99 12.53
H 7.04 8.75 12.55
H 6.65 7.53 10.44
H 7.37 8.53 8.30
H 8.08 9.46 6.64
H 9.64 9.28 7.26
H 9.35 10.55 6.03
H 6.77 11.36 7.33
H 8.00 12.44 6.73
H 7.41 12.63 8.41
C 12.33 13.90 5.54
P 12.49 14.41 7.34
C 11.88 16.16 7.14
N 12.75 17.14 7.13
C 12.42 18.35 6.73
C 13.36 19.42 6.66
C 12.93 20.63 6.29
C 11.59 20.90 5.92
C 10.67 19.90 5.84
C 11.10 18.58 6.31
N 10.16 17.62 6.34
C 10.50 16.44 6.81
P 9.25 15.11 6.88
C 9.08 14.89 5.10
C 7.62 15.95 7.30
C 7.36 17.31 6.61
C 6.47 15.06 6.84
C 7.70 16.16 8.86
C 14.36 14.50 7.56
C 14.64 15.17 8.94
C 14.89 13.06 7.46
C 15.09 15.25 6.46
H 12.53 14.81 4.93
H 11.38 13.46 5.28
H 13.06 13.13 5.37
H 14.35 19.30 7.05
H 13.65 21.47 6.29
H 11.31 21.92 5.62
H 9.60 20.05 5.62
H 8.78 15.83 4.59
H 8.41 14.08 4.86
H 10.02 14.66 4.59
H 7.44 17.23 5.53
H 8.00 18.08 7.01
H 6.32 17.60 6.88
H 6.42 14.98 5.75
H 5.52 15.48 7.15
H 6.46 14.07 7.26
H 8.54 16.79 9.11
H 7.67 15.17 9.38
H 6.83 16.73 9.18
H 14.33 14.52 9.80
H 14.17 16.15 9.04
H 15.71 15.33 9.02
H 14.31 12.41 8.12
H 15.96 13.03 7.68
H 14.79 12.68 6.45
H 14.93 16.30 6.55
H 14.82 14.88 5.48
H 16.15 15.08 6.63
C 14.07 10.34 12.50
C 14.68 11.34 11.46
C 15.66 10.42 10.57
C 15.44 12.54 12.08
C 13.64 11.90 10.59
N 12.75 12.38 10.04
H 14.93 9.90 13.01
H 13.53 9.53 12.00
H 13.46 10.83 13.26
H 16.44 10.04 11.26
H 16.14 11.01 9.78
H 15.08 9.59 10.19
H 16.18 12.10 12.77
H 14.88 13.28 12.65
H 16.01 13.09 11.32
C 12.66 7.65 8.24
O 12.67 8.83 7.44
C 12.01 9.85 7.92
S 11.92 11.18 6.90
S 11.22 9.88 9.41
H 12.93 6.82 7.59
H 11.66 7.47 8.63
H 13.39 7.73 9.08

(2)
Computed, not measured: a 2-piece molecular cluster, C7H14O overall in a non-equilibrium geometry, with ωB97M-V/def2-TZVPD.

Properties
structure (SMILES): C=C/C=C(/C)CC.O
gap between HOMO and LUMO: 9.45 eV
energy above the lowest of the compared OMol25 structures with the same formula, charge and spin: 200.34 kJ/mol

Geometry (Å):
C 1.50 -1.78 -2.00
C 0.95 -1.26 -0.92
C 0.62 0.15 -0.83
C -0.33 0.73 -0.06
C -0.88 2.14 -0.36
C -0.75 0.15 1.25
C -2.07 -0.61 1.05
H 1.80 -2.80 -2.19
H 1.70 -1.17 -2.88
H 0.68 -1.83 -0.03
H 1.01 0.86 -1.57
H -0.31 2.60 -1.15
H -0.64 2.86 0.43
H -1.94 1.97 -0.48
H -0.98 0.92 1.99
H -0.08 -0.61 1.66
H -1.89 -1.56 0.50
H -2.90 -0.05 0.62
H -2.47 -1.15 1.94
O 2.72 0.23 1.21
H 2.28 -0.60 0.96
H 2.00 0.81 0.86

(3)
Computed, not measured: one molecule with the formula C27H26F2N4O2S, with ωB97M-V/def2-TZVPD.

Properties
structure (SMILES): O=C1Nc2cc(C(=O)N3CCN(c4ccccc4F)CC3)ccc2N[C@H]1CSCc1ccccc1F
gap between HOMO and LUMO: 8.43 eV
energy above the lowest of the compared OMol25 structures with the same formula, charge and spin: 4.59 kJ/mol

Geometry (Å):
O -1.04 2.02 5.49
C -1.07 1.85 4.29
N -1.47 0.70 3.71
C -1.65 0.53 2.33
C -1.83 -0.72 1.78
C -2.07 -0.85 0.41
C -2.30 -2.22 -0.14
O -3.10 -2.98 0.37
N -1.60 -2.55 -1.26
C -0.40 -1.90 -1.73
C 0.82 -2.80 -1.47
N 0.65 -4.10 -2.09
C 1.09 -4.33 -3.38
C 0.34 -5.02 -4.33
C 0.83 -5.30 -5.59
C 2.10 -4.91 -5.96
C 2.88 -4.24 -5.04
C 2.39 -3.97 -3.78
F 3.23 -3.34 -2.92
C -0.55 -4.73 -1.59
C -1.79 -3.87 -1.85
C -2.18 0.29 -0.38
C -2.00 1.54 0.17
C -1.69 1.68 1.52
N -1.48 2.88 2.14
C -0.59 2.89 3.27
C -0.48 4.28 3.87
S -0.12 5.55 2.61
C 1.60 5.15 2.09
C 1.73 3.86 1.34
C 2.52 2.83 1.83
C 2.62 1.62 1.17
C 1.92 1.41 -0.01
C 1.14 2.43 -0.53
C 1.06 3.63 0.14
F 0.29 4.61 -0.38
H -1.73 -0.07 4.32
H -1.81 -1.61 2.40
H -0.27 -0.95 -1.22
H -0.49 -1.72 -2.81
H 1.72 -2.30 -1.84
H 0.93 -2.95 -0.39
H -0.67 -5.33 -4.09
H 0.20 -5.84 -6.29
H 2.48 -5.13 -6.95
H 3.89 -3.92 -5.28
H -0.66 -5.72 -2.03
H -0.43 -4.85 -0.51
H -2.67 -4.31 -1.38
H -1.96 -3.74 -2.92
H -2.43 0.20 -1.42
H -2.10 2.43 -0.43
H -1.42 3.70 1.55
H 0.42 2.54 2.97
H -1.43 4.58 4.30
H 0.29 4.31 4.64
H 2.22 5.16 2.98
H 1.85 6.00 1.45
H 3.07 2.98 2.75
H 3.24 0.83 1.57
H 1.98 0.47 -0.53
H 0.59 2.31 -1.45

(4)
Computed, not measured: one molecule with the formula C8H10O in a non-equilibrium geometry, with ωB97M-V/def2-TZVPD.

Properties
structure (SMILES): C#C/C(C)=C(/C)OC=C
gap between HOMO and LUMO: 8.35 eV
energy above the lowest of the compared OMol25 structures with the same formula, charge and spin: 1041.89 kJ/mol

Geometry (Å):
C -0.28 3.14 0.27
C 0.22 2.03 0.47
C 0.63 0.65 0.41
C 1.96 0.52 0.76
C 0.27 -0.39 -0.50
C 0.83 -1.76 -0.89
O -1.08 -0.29 -1.15
C -2.26 -0.47 -0.51
C -2.20 -0.94 0.84
H -0.79 4.23 -0.24
H 2.46 -0.49 0.87
H 2.48 0.84 -0.38
H 2.27 1.26 1.80
H -0.39 -2.21 -1.23
H 1.29 -2.16 0.09
H 1.66 -1.68 -1.90
H -3.14 0.20 -1.16
H -0.93 -1.24 1.00
H -2.99 -1.23 1.44

(5)
Computed, not measured: an isolated ion of composition C14H20N5O3 and charge +1 in a non-equilibrium geometry, with ωB97M-V/def2-TZVPD.

Properties
structure (SMILES): CCOc1ccc(C[NH2+]CCNC(=O)c2nonc2N)cc1
net charge: +1
gap between HOMO and LUMO: 8.29 eV
energy above the lowest of the compared OMol25 structures with the same formula, charge and spin: 5.01 kJ/mol

Geometry (Å):
C 5.52 1.89 2.78
C 5.59 0.82 1.70
O 4.96 -0.39 2.10
C 3.63 -0.51 2.11
C 3.13 -1.72 2.62
C 1.78 -1.96 2.67
C 0.87 -1.00 2.22
C -0.60 -1.28 2.25
N -1.03 -1.82 0.93
C -2.45 -2.21 0.83
C -2.86 -2.40 -0.63
N -3.09 -1.15 -1.34
C -2.20 -0.17 -1.54
O -1.09 -0.11 -0.99
C -2.65 0.88 -2.44
N -3.82 0.88 -3.04
O -3.88 1.96 -3.77
N -2.77 2.70 -3.70
C -1.95 2.07 -2.87
N -0.75 2.49 -2.49
C 1.36 0.19 1.70
C 2.71 0.44 1.65
H 4.49 2.17 3.00
H 5.97 1.51 3.70
H 6.06 2.77 2.46
H 5.16 1.18 0.76
H 6.63 0.53 1.52
H 3.84 -2.44 2.98
H 1.42 -2.89 3.09
H -0.85 -2.00 3.03
H -1.17 -0.36 2.42
H -0.87 -1.07 0.14
H -0.42 -2.62 0.71
H -3.05 -1.41 1.27
H -2.63 -3.13 1.39
H -2.08 -2.97 -1.16
H -3.79 -2.97 -0.67
H -3.96 -1.05 -1.85
H -0.35 3.30 -2.94
H -0.16 1.87 -1.95
H 0.67 0.94 1.34
H 3.05 1.38 1.24

(6)
Computed, not measured: a 9-piece molecular cluster, C24H69ClN5O12 overall in a non-equilibrium geometry, with ωB97M-V/def2-TZVPD.

Properties
net charge: -1
gap between HOMO and LUMO: 8.53 eV

Geometry (Å):
Cl -0.55 0.37 -1.73
O -0.05 -0.51 -2.74
O -0.10 -0.08 -0.43
O -0.10 1.73 -1.93
O -2.01 0.36 -1.75
O -2.93 3.42 -2.34
H -2.32 2.68 -2.20
H -2.80 3.94 -1.53
C 0.15 -2.53 4.16
C -1.17 -2.78 3.46
C -1.49 -1.71 2.43
O -2.78 -2.06 1.90
C -3.16 -1.21 0.85
N -1.14 -4.13 2.87
H 0.19 -1.51 4.54
H 0.99 -2.63 3.47
H 0.32 -3.23 4.97
H -1.98 -2.78 4.20
H -0.77 -1.67 1.60
H -1.62 -0.72 2.87
H -3.96 -1.68 0.27
H -2.36 -0.97 0.13
H -3.58 -0.26 1.21
H -0.42 -4.15 2.15
H -2.02 -4.25 2.36
C -3.10 2.31 1.26
C -1.90 3.22 1.54
C -0.81 2.41 2.17
O -1.12 1.98 3.48
C -0.06 1.24 4.01
N -1.46 3.75 0.25
H -3.93 2.88 0.85
H -3.42 1.79 2.17
H -2.81 1.56 0.53
H -2.27 4.03 2.18
H 0.17 2.93 2.12
H -0.66 1.53 1.51
H -0.39 0.83 4.96
H 0.88 1.81 4.11
H 0.12 0.37 3.36
H -0.58 4.26 0.36
H -1.14 2.95 -0.32
C 2.99 -1.84 1.36
C 3.03 -2.58 0.03
C 3.57 -1.68 -1.08
O 3.63 -2.36 -2.33
C 2.36 -2.44 -2.93
N 3.77 -3.83 0.18
H 2.55 -2.49 2.11
H 2.42 -0.91 1.31
H 4.01 -1.65 1.71
H 1.99 -2.83 -0.19
H 4.60 -1.39 -0.83
H 2.96 -0.78 -1.22
H 1.66 -3.02 -2.33
H 2.47 -2.93 -3.90
H 1.93 -1.45 -3.11
H 4.66 -3.63 0.63
H 4.06 -4.15 -0.75
C -3.24 -2.31 -3.82
C -4.56 -1.74 -3.36
C -4.91 -2.22 -1.96
O -6.12 -1.61 -1.56
C -6.37 -1.78 -0.19
N -4.51 -0.27 -3.44
H -3.23 -3.40 -3.88
H -2.41 -1.98 -3.20
H -3.05 -1.94 -4.83
H -5.39 -2.06 -4.00
H -4.09 -1.93 -1.28
H -5.02 -3.31 -1.96
H -6.38 -2.85 0.07
H -7.33 -1.32 0.02
H -5.60 -1.29 0.42
H -3.71 0.05 -2.90
H -5.33 0.12 -3.00
C 6.10 3.57 2.22
C 5.05 2.72 2.89
C 4.19 1.96 1.91
O 3.37 2.84 1.21
C 2.42 2.11 0.47
N 5.73 1.67 3.72
H 6.91 3.79 2.93
H 5.70 4.51 1.87
H 6.56 3.07 1.37
H 4.44 3.31 3.57
H 3.62 1.17 2.42
H 4.85 1.45 1.19
H 1.77 2.80 -0.08
H 1.79 1.47 1.10
H 2.88 1.46 -0.28
H 6.51 2.07 4.23
H 5.07 1.29 4.39
C -0.97 -3.19 -1.00
C -1.84 -2.87 -2.20
O -2.48 -4.04 -2.75
H -0.39 -2.30 -0.74
H -0.25 -4.00 -1.17
H -1.54 -3.41 -0.09
H -1.20 -2.50 -3.00
H -2.60 -2.13 -1.92
H -3.15 -4.30 -2.11
C 2.50 3.90 -4.01
C 2.56 5.38 -3.66
O 3.59 5.63 -2.69
H 1.97 3.30 -3.28
H 3.52 3.51 -4.08
H 2.04 3.80 -4.99
H 1.57 5.68 -3.28
H 2.73 5.96 -4.58
H 3.77 6.57 -2.69

(7)
Computed, not measured: C43H22Cl2F5N10O4Ti as an isolated structure in a non-equilibrium geometry, with ωB97M-V/def2-TZVPD.

Properties
net charge: -1
gap between HOMO and LUMO (spin up / spin down): 4.22 / 4.23 eV
energy above the lowest of the compared OMol25 structures with the same formula, charge and spin: 209.42 kJ/mol

Geometry (Å):
Ti 0.22 0.96 0.87
Cl -3.84 6.21 -1.16
C -2.52 5.29 -0.52
C -2.60 3.91 -0.57
C -1.56 3.14 -0.08
N -1.46 1.73 -0.02
C -2.51 0.95 -0.42
O -3.43 1.25 -1.17
C -2.47 -0.38 0.25
C -3.55 -1.24 0.20
C -3.51 -2.39 0.98
C -2.41 -2.62 1.78
C -1.36 -1.71 1.76
N -1.37 -0.62 0.99
C -0.44 3.79 0.49
C -0.36 5.17 0.53
C -1.41 5.92 0.02
Cl -1.30 7.65 0.09
N 0.60 2.90 0.83
C 1.90 3.26 0.65
O 2.46 4.29 0.93
C 2.63 2.21 -0.17
C 3.89 2.44 -0.67
C 4.34 1.63 -1.71
C 3.51 0.66 -2.22
C 2.27 0.46 -1.62
N 1.86 1.20 -0.60
H -3.46 3.44 -1.02
H -4.40 -0.97 -0.40
H -4.36 -3.06 1.01
H -2.36 -3.46 2.46
H -0.51 -1.83 2.41
H 0.50 5.66 0.96
H 4.46 3.27 -0.28
H 5.32 1.80 -2.14
H 3.79 0.05 -3.06
H 1.59 -0.30 -1.96
F 4.68 -1.71 4.48
C 3.72 -1.20 3.69
C 3.62 0.17 3.55
C 2.63 0.68 2.71
C 1.74 -0.14 1.99
C 1.90 -1.51 2.19
C 2.87 -2.06 3.03
H 4.27 0.82 4.11
H 2.56 1.76 2.66
H 1.25 -2.22 1.69
H 2.93 -3.13 3.21
F -0.92 -2.36 6.61
C -1.96 -2.14 5.80
C -2.97 -3.08 5.78
F -2.81 -4.13 6.60
C -4.09 -3.02 4.93
C -4.12 -1.83 4.19
C -3.12 -0.89 4.22
F -3.24 0.16 3.37
C -1.97 -1.00 4.99
C -0.83 -0.07 4.85
C -0.68 0.67 3.72
N -0.49 1.32 2.75
C 0.30 -0.04 5.71
N 1.26 0.02 6.35
F -5.13 -1.60 3.33
C -5.07 -4.07 4.80
C -4.97 -5.30 5.49
N -4.94 -6.34 6.01
C -6.15 -3.98 3.89
N -7.06 -3.94 3.17
O 5.21 -4.66 2.20
C 5.27 -4.26 0.85
N 3.99 -3.79 0.36
C 3.24 -4.50 -0.52
O 3.59 -5.55 -1.04
C 1.90 -3.90 -0.83
C 0.85 -4.72 -1.25
C -0.38 -4.13 -1.49
C -0.52 -2.76 -1.32
N 0.48 -1.97 -0.95
C 1.66 -2.54 -0.73
H 5.24 -3.88 2.77
H 5.53 -5.13 0.26
H 6.02 -3.48 0.71
H 3.55 -3.04 0.87
H 1.02 -5.78 -1.36
H -1.23 -4.73 -1.80
H -1.48 -2.29 -1.48
H 2.46 -1.87 -0.44